Molecular formula: C7H6N4
Method: DFT, ωB97M-V/def2-TZVPD

Geometry (Å):
H1 2.79070 0.44429 -2.46193
N1 -0.22738 0.70070 2.33509
C1 2.06119 -0.39729 -2.46252
H2 -2.55094 -0.61912 -0.72108
C2 0.32259 0.24513 1.15333
C3 -0.42134 0.13869 -0.02990
C4 1.31857 -0.23428 -1.19164
N2 1.67157 0.40608 1.00934
C5 -2.41402 -0.02894 1.43906
N3 2.24531 0.19010 -0.15821
C6 -1.89288 -0.07783 0.15431
H3 -3.47067 -0.22519 1.77619
H4 -1.84308 0.86365 3.51215
H5 2.54937 -1.47398 -2.25041
H6 1.38212 -0.43025 -3.21034
C7 -1.51457 0.69681 2.37372
N4 -0.00654 -0.19858 -1.26715

Forces on the atoms, in the same order (eV/Å):
-0.236 -1.041 -0.558
0.536 -0.354 -1.274
3.035 -2.270 3.648
2.027 1.752 2.076
0.884 2.472 -1.489
-4.802 -2.409 0.805
1.623 2.052 -1.114
1.183 -0.429 -0.682
0.794 2.506 -0.565
-4.143 -1.020 0.917
-1.363 -1.934 -0.204
1.360 0.079 -0.728
-0.017 0.186 -2.796
-0.417 2.410 -1.232
-1.676 -0.104 -2.707
-1.580 -2.368 3.844
2.793 0.472 2.059

For the HOMO energy, the calculation gives -0.351 Eh. The maximum force is 0.1056 hartree/bohr. The relative energy (zero: lowest compared OMol25 entry of this formula, charge and spin) comes out at 284.3 kJ/mol. Its structure (SMILES) is Cc1nnc2ncccc2n1.



Molecular formula: C4H6N3
Method: DFT, ωB97M-V/def2-TZVPD

Geometry (Å):
H1 2.61419 -0.22930 -0.46308
N1 -2.46044 0.25304 -1.17013
N2 0.66204 -0.11932 0.57731
H2 0.97693 1.93876 1.21772
C1 -1.39533 -1.43243 0.05332
C2 1.41827 0.94686 1.20270
H3 2.16542 0.74316 1.98793
H4 -1.77354 -2.39248 0.38664
H5 1.23572 0.91845 -0.96591
N3 -2.14077 -0.91226 -1.03028
C3 1.79928 0.47220 -0.14905
H6 -2.65157 0.50571 -2.16774
C4 -0.45019 -0.69239 0.52056

Forces on the atoms, in the same order (eV/Å):
-0.598 0.916 0.813
0.927 1.096 0.705
-0.983 -0.607 1.352
-0.287 -0.267 0.288
-2.657 0.032 -0.273
1.095 0.959 -0.013
-0.965 -0.407 -0.152
0.617 -0.018 0.146
1.084 0.655 -0.281
0.403 -0.538 -1.802
-0.664 -1.605 -2.092
-0.613 -0.947 0.629
2.642 0.730 0.679

The total charge is +1. For the HOMO energy (alpha / beta), the calculation gives -0.500 / -0.500 Eh. The maximum force is 0.0549 hartree/bohr. The relative energy (zero: lowest compared OMol25 entry of this formula, charge and spin) comes out at 535.5 kJ/mol. Its structure (SMILES) is [H]/N=N/C=C=[N+]1CC1.



Molecular formula: C4H17NO6
Method: DFT, ωB97M-V/def2-TZVPD

Geometry (Å):
H1 -0.96220 -0.44246 -0.59340
H2 0.59532 1.34027 0.03171
H3 3.26583 1.65226 -0.89906
H4 1.76686 -0.42483 -2.31003
H5 -1.86809 -0.11392 2.11617
H6 -1.79509 2.38205 -0.02175
H7 -0.28163 1.62812 1.52326
H8 1.13307 -2.03515 -0.93270
H9 3.03881 0.98254 0.45087
H10 1.12082 0.12951 2.55599
H11 -3.00433 -0.20277 0.90795
H12 -1.79237 -2.27573 0.72655
O1 -3.49192 1.21840 -0.25247
H13 -1.90219 1.41267 -1.53975
O2 2.00752 -1.61668 -1.13527
N1 -2.04695 -0.46586 1.18519
H14 -2.16255 -2.69554 -0.68616
O3 -1.92774 -3.08771 0.16984
O4 2.22956 -0.32885 0.90959
H15 0.46643 -1.17030 1.49489
H16 2.18121 -0.99974 -0.19148
O5 3.51226 1.78528 0.02242
O6 1.55918 0.28949 -2.99596
C1 0.03181 0.84135 0.82323
C2 0.96788 -0.18877 1.51634
H17 0.76921 0.70930 -2.63456
C3 -2.17473 1.41550 -0.44257
C4 -1.23597 0.26157 0.20113

Forces on the atoms, in the same order (eV/Å):
0.069 -0.049 -0.061
0.147 0.062 0.036
0.015 0.092 -0.081
-0.154 0.245 -0.353
-0.080 0.188 0.037
0.028 -0.008 -0.044
0.025 -0.039 0.029
1.121 0.491 -0.338
0.163 0.424 -0.068
-0.134 -0.183 0.184
-0.183 0.255 0.122
-0.323 0.058 -0.104
-0.128 -0.174 0.162
0.174 0.216 0.253
-1.006 -0.487 0.171
0.303 -0.565 -0.111
0.091 -0.168 0.384
0.080 0.119 -0.296
0.058 0.332 0.287
-0.108 0.081 0.313
-0.358 -0.171 0.102
-0.192 -0.464 0.136
0.053 -0.242 0.395
-0.206 -0.306 -0.163
0.518 0.062 -0.828
0.087 -0.030 -0.028
0.337 -0.556 -0.314
-0.399 0.818 0.178

The total charge is -2. For the HOMO energy, the calculation gives -0.022 Eh. The maximum force is 0.0247 hartree/bohr. The relative energy (zero: lowest compared OMol25 entry of this formula, charge and spin) comes out at 0.0 kJ/mol.



Molecular formula: C21H56LiN3O9
Method: DFT, ωB97M-V/def2-TZVPD

Geometry (Å):
C1 1.61062 -0.96650 -6.06163
N1 0.42011 -0.30514 -3.90733
H1 0.50287 -6.88576 -4.17226
C2 -0.66169 -3.61402 -1.27783
H2 -0.14002 -0.12400 1.44795
H3 -2.46671 2.38423 2.78346
H4 -2.40821 0.80262 0.86555
H5 -0.58345 -0.58243 6.00895
H6 1.06679 -0.20985 -6.60343
H7 2.27214 0.59763 0.31391
C3 -1.30993 -2.08701 0.48180
H8 -2.39078 0.94407 3.55132
C4 -0.23915 -6.55543 -3.36002
H9 0.34271 -3.72029 -0.99539
H10 0.12037 -7.28822 -2.44383
H11 3.51884 -2.11466 -7.63482
H12 4.61618 4.49562 -0.97956
H13 -1.25924 -6.76766 -3.68003
O1 -0.96746 3.44772 2.23569
H14 -0.09839 -1.79661 -5.29757
O2 1.59651 -2.08013 -7.00095
C5 -1.91806 1.05467 0.04310
C6 -2.40541 -1.60135 1.34517
C7 3.82582 4.26171 -0.06486
H15 0.10878 -1.43663 -2.20260
H16 -2.86863 -2.27593 1.86393
O3 -2.09767 -0.37980 1.91233
O4 -0.10574 -5.25852 -2.89534
H17 0.93645 5.24395 0.94579
H18 -2.03190 -1.24248 4.78801
C8 0.61662 4.72081 0.30280
C9 0.66764 -0.34613 2.10800
H19 -2.70546 1.73027 -0.58252
C10 0.65896 -1.37676 -4.88307
H20 4.41597 4.28539 0.81358
C11 -0.44125 -0.83425 -2.84467
C12 -1.27933 -0.32370 5.14846
H21 -0.99143 1.55419 0.45095
H22 -2.46289 -3.27858 -0.53443
C13 2.60048 2.68981 1.19766
H23 2.36788 -0.98739 -8.39383
C14 0.29757 3.17605 5.82609
C15 0.11387 -0.80581 3.39655
H24 1.02296 1.57974 0.33615
H25 -3.19331 -1.53507 0.68793
H26 -1.39628 -1.33890 -3.29080
H27 2.28489 0.81449 2.57729
H28 -2.63137 2.70459 1.11997
H29 2.34632 -2.73722 -8.62665
H30 3.52174 2.52447 1.75750
N2 1.43352 0.96061 2.33562
O5 -0.64070 0.21480 4.00389
N3 -1.57731 -3.40309 -0.13026
H31 2.73111 -0.74335 -5.90384
H32 1.12611 -2.07327 -4.47199
O6 1.03738 2.74741 4.66633
C16 -1.04503 -4.99159 -1.87837
H33 -0.00121 0.90655 -1.60041
H34 -0.28485 -2.09366 0.97456
H35 -1.45704 0.95303 -2.49741
H36 -0.79317 -2.85086 -2.03345
H37 -0.87569 3.45886 5.77745
C17 -1.92316 2.56041 1.92527
H38 -3.20625 -0.76902 3.91698
H39 0.65020 3.89286 6.35895
C18 1.86017 1.44299 1.00255
H40 1.10398 -0.93720 4.12129
H41 -1.31510 1.63875 1.59648
H42 0.48586 2.26744 6.58339
H43 1.16673 3.93191 -0.04103
H44 0.56027 5.28359 -0.68985
Li1 -0.04985 1.95587 3.16455
H45 1.19030 -1.18293 1.53067
H46 -1.81247 0.48402 5.52214
H47 2.02547 3.47726 1.71623
C19 -2.91977 -0.08258 3.09230
H48 1.25369 -0.03359 -3.66022
H49 2.01346 3.08371 4.79462
H50 -3.87618 0.25376 2.87404
C20 2.55825 -1.91154 -8.03642
H51 -0.85104 4.02258 1.57932
H52 -0.37045 -1.69304 3.10683
H53 -1.09531 -5.76021 -1.06520
C21 -0.78911 0.42754 -2.01645
O7 3.09206 3.07795 -0.00086
H54 -1.91907 -4.86587 -2.50867
O8 -1.58837 0.01823 -0.86458
H55 3.18225 5.19752 -0.13612
O9 -0.72391 4.43747 0.66364
H56 -1.15511 -1.45917 -0.34843

Forces on the atoms, in the same order (eV/Å):
-0.096 -1.081 -0.918
-6.359 -2.740 -3.511
-1.091 1.273 0.911
-2.677 -1.771 -0.064
-0.289 0.542 -0.340
-1.790 -0.456 1.817
-2.148 -1.600 1.424
-0.337 -0.213 -1.393
0.421 1.182 -0.037
0.795 1.232 1.623
3.141 -2.324 0.392
-2.138 -3.537 -1.211
2.294 -2.926 1.429
1.493 0.283 0.737
-1.347 1.272 -2.025
1.368 0.518 0.319
-2.160 -1.745 1.890
-0.095 -0.242 0.047
-1.467 -9.580 16.061
-5.580 -1.923 -2.637
-0.216 -0.004 1.510
0.703 3.004 -8.434
2.285 2.196 -3.312
0.673 2.430 -1.869
0.799 -1.538 0.878
-1.425 -4.197 4.728
-1.624 -1.959 5.170
1.382 -0.057 -0.270
5.526 7.219 8.750
2.724 2.265 1.859
-8.419 -3.973 -9.878
1.970 1.227 -0.548
2.276 -0.521 1.298
3.458 7.875 -1.583
0.872 0.529 1.105
-0.935 3.056 -0.829
0.113 -2.726 0.167
-0.673 -0.429 -2.997
-1.661 -0.167 -0.725
1.770 0.768 1.272
0.185 2.959 -2.046
-3.513 -6.723 -0.357
4.555 0.948 1.564
-0.897 0.965 0.256
-2.292 1.339 -2.396
1.849 0.939 0.855
6.643 -2.030 3.831
0.185 1.101 -0.247
-0.354 -1.058 -2.003
0.070 -0.404 1.190
-6.407 -0.617 -4.636
0.909 -1.468 0.702
1.607 -0.171 0.957
-1.836 0.121 0.528
4.106 -6.464 4.014
1.960 2.058 0.705
0.434 1.272 -0.309
2.881 1.792 0.473
-1.463 -0.725 -0.183
-2.596 3.607 -3.212
0.137 -0.393 0.087
2.757 -1.187 -0.909
1.792 -1.685 0.354
1.030 -0.416 -1.326
2.934 5.210 2.574
-1.817 -1.907 -1.796
-2.501 -0.492 -1.508
-1.849 1.643 3.169
-1.241 1.639 -1.298
1.356 -2.344 -0.176
0.329 0.243 0.923
0.046 1.047 0.091
0.168 1.189 1.167
-1.645 1.192 0.782
-0.109 -0.517 -0.166
1.467 3.517 0.806
5.322 2.034 2.492
-3.013 -0.974 -0.579
-1.995 0.765 -1.681
-1.034 -2.252 3.061
1.507 5.392 -4.425
-1.180 -1.401 0.856
-0.066 0.411 -0.842
-1.601 -5.113 2.387
0.571 0.404 -4.179
-1.272 -0.293 0.908
-0.205 0.235 -0.433
0.396 -1.201 0.423
2.123 6.018 -11.444
0.031 0.634 0.188

For the HOMO energy, the calculation gives -0.205 Eh. The maximum force is 0.3648 hartree/bohr. The relative energy (zero: lowest compared OMol25 entry of this formula, charge and spin) comes out at 156.7 kJ/mol.



Molecular formula: C3H5O2SSi
Method: DFT, ωB97M-V/def2-TZVPD

Geometry (Å):
O1 3.17853 -0.42172 1.02176
H1 0.56643 0.94465 0.33406
Si1 -2.36761 0.38583 -0.07987
S1 -1.33783 -1.49698 -0.63716
O2 2.86734 1.10418 -0.57633
H2 -1.78607 1.66971 -0.48635
H3 -3.52088 0.10395 -0.83197
H4 -2.79273 0.44244 1.43023
C1 0.49311 -1.05974 -0.17074
H5 1.10669 -1.98627 -0.43179
C2 0.99243 0.06590 0.21331
C3 2.60060 0.24805 0.21485

Forces on the atoms, in the same order (eV/Å):
2.244 -1.736 1.808
-2.549 3.900 0.659
1.048 -1.536 1.491
1.194 1.941 0.944
1.631 2.532 -2.423
0.222 0.034 -0.032
-1.554 0.094 -0.740
0.519 0.049 -1.226
-1.330 -3.116 -1.397
-0.837 1.436 0.627
3.326 -2.900 -0.507
-3.914 -0.699 0.797

The total charge is -1. For the HOMO energy, the calculation gives -0.152 Eh. The maximum force is 0.0915 hartree/bohr. The relative energy (zero: lowest compared OMol25 entry of this formula, charge and spin) comes out at 0.0 kJ/mol. Its structure (SMILES) is O=C([O-])/C=C/S[SiH3].



Molecular formula: C2H11N2O2
Method: DFT, ωB97M-V/def2-TZVPD

Geometry (Å):
C1 -1.20101 -0.97009 1.54816
H1 1.70800 -1.21864 0.12865
C2 -0.02953 -0.72337 0.90695
H2 -1.82224 -1.72694 1.19936
N1 0.89824 -1.77399 0.57405
H3 0.61234 -2.50231 -0.06953
H4 0.99333 0.17333 -1.36177
H5 -0.53697 3.75945 -2.84594
H6 -2.96479 -0.24002 2.20156
H7 0.20455 0.34186 0.82624
N2 -1.99196 -0.37232 2.51382
H8 1.34392 -2.14274 1.41160
H9 2.29999 -0.02470 -1.83784
H10 0.34775 4.22461 -3.92973
O1 0.37420 3.76139 -3.10339
H11 -1.80356 0.00998 3.40133
O2 1.56774 -0.57550 -1.56352

Forces on the atoms, in the same order (eV/Å):
-0.803 0.020 0.482
-1.264 -1.240 -0.359
-1.693 1.923 2.184
-0.320 -2.429 -0.864
2.280 1.637 -0.216
-0.192 -0.234 -0.225
-0.894 -0.194 -0.057
-0.809 -0.046 0.415
0.687 -0.497 0.699
1.225 -0.620 0.415
-0.827 0.587 -2.273
-0.478 -0.557 0.154
1.075 -0.319 -0.656
0.267 0.407 -0.780
0.536 -0.412 0.398
1.120 0.937 0.482
0.091 1.036 0.201

The total charge is +1. For the HOMO energy, the calculation gives -0.474 Eh. The maximum force is 0.0655 hartree/bohr. The relative energy (zero: lowest compared OMol25 entry of this formula, charge and spin) comes out at 330.1 kJ/mol.